{
  "formula": "C19H40BrN2OPS2",
  "method": "the ωB97M-V functional and the def2-TZVPD basis",
  "total_charge": 0,
  "e_lumo_ev": -1.426,
  "e_homo_ha": -0.193,
  "species": ["C", "C", "C", "C", "N", "C", "C", "C", "C", "P", "C", "C", "O", "C", "C", "N", "C", "C", "C", "C", "S", "S", "C", "C", "C", "H", "H", "H", "H", "H", "H", "H", "H", "H", "H", "H", "H", "H", "H", "H", "H", "H", "H", "H", "H", "H", "H", "H", "H", "H", "H", "H", "H", "H", "H", "H", "H", "H", "H", "H", "H", "H", "H", "H", "H", "Br"],
  "coordinates": [[1.120141, -1.895285, 2.318192], [1.347340, -0.369560, 2.221942], [2.710952, 0.026071, 1.616603], [2.543955, 0.899868, 0.373575], [1.883903, 2.183658, 0.644419], [1.689923, 2.979371, -0.573052], [0.936769, 2.229474, -1.667454], [-0.347701, 1.542415, -1.164831], [-0.501392, 0.178337, -1.863333], [-2.090944, -0.631309, -1.548775], [-3.134259, 0.210396, -0.371723], [-4.589153, -0.190448, -0.729373], [-4.856637, -1.366324, -0.045003], [-6.261829, -1.757756, -0.047567], [-6.428395, -3.182495, -0.507733], [-1.851507, -2.138525, -1.038068], [-1.916955, -3.147600, -1.855967], [-3.202025, -3.572413, -2.477712], [-0.675575, -3.928741, -2.149227], [2.624091, 2.936881, 1.610871], [2.058532, 3.107182, 3.102516], [4.162738, 3.751852, 1.139697], [5.452764, 2.502512, 1.460374], [6.690906, 3.086884, 2.184113], [6.728385, 4.602135, 2.371914], [1.927668, -2.447882, 1.842493], [0.988214, -2.238403, 3.340273], [0.200973, -2.160695, 1.795882], [0.585799, 0.038401, 1.557737], [1.201426, 0.077524, 3.200352], [3.374755, 0.484186, 2.345160], [3.201157, -0.886269, 1.274174], [3.540758, 1.056604, -0.064669], [1.956236, 0.301443, -0.317106], [1.087166, 3.847254, -0.291239], [2.616800, 3.381504, -0.991681], [0.770588, 2.897106, -2.509869], [1.603342, 1.449028, -2.042482], [-1.188063, 2.177421, -1.440639], [-0.279149, 1.417225, -0.087450], [-0.394558, 0.349644, -2.935075], [0.275910, -0.498230, -1.513824], [-2.770413, -0.632927, -2.772889], [-3.013882, 1.290110, -0.399317], [-2.942726, -0.161341, 0.633099], [-4.615504, -0.421469, -1.806761], [-5.285420, 0.628068, -0.538865], [-6.628847, -1.610873, 0.967195], [-6.820694, -1.104892, -0.723850], [-5.752100, -3.846700, 0.008505], [-7.461606, -3.515696, -0.266970], [-6.340306, -3.260655, -1.595678], [-3.592846, -2.820630, -3.167554], [-3.958062, -3.750452, -1.711596], [-3.040915, -4.470738, -3.065222], [-0.872762, -4.632036, -2.953108], [0.132684, -3.261195, -2.432890], [-0.404437, -4.519659, -1.273318], [5.060395, 1.636249, 1.981048], [5.792600, 2.153455, 0.487643], [7.573444, 2.832127, 1.599401], [6.818585, 2.630233, 3.163932], [7.690717, 4.846909, 2.825429], [6.712867, 5.141875, 1.426943], [5.969187, 4.968803, 3.054699], [-7.813009, -5.421004, 0.393692]],
  "forces_ev_per_a": [[-0.305, 0.281, -0.190], [0.191, -0.411, -0.154], [-0.474, -0.197, -0.096], [0.775, -0.168, 0.665], [0.453, 0.043, -0.512], [-0.687, 0.448, -0.276], [0.508, -0.706, 0.453], [0.300, 0.169, -0.741], [-0.239, 0.564, 0.255], [-0.026, -0.311, 1.151], [-0.718, 0.299, -0.319], [0.536, -0.488, -0.311], [-0.213, 0.163, 0.327], [0.191, -0.227, -0.396], [-0.273, 1.725, -0.377], [0.666, 0.179, -1.386], [-0.104, 0.104, 0.520], [0.300, -0.307, -0.428], [-0.598, -0.598, 0.026], [-0.259, -0.221, 0.389], [-0.033, 0.033, 0.156], [-0.117, 0.118, -0.173], [0.617, -0.002, -0.258], [-0.118, 0.367, 0.085], [0.632, -0.087, 0.240], [0.078, -0.133, 0.107], [0.212, -0.053, 0.095], [-0.037, -0.118, -0.028], [-0.159, 0.193, 0.165], [-0.033, 0.215, -0.015], [-0.034, 0.049, 0.105], [0.201, 0.020, -0.001], [-0.060, 0.046, -0.260], [-0.165, 0.251, -0.202], [0.036, 0.063, 0.139], [0.183, -0.188, 0.061], [-0.202, 0.096, 0.019], [0.051, 0.036, -0.157], [-0.179, 0.050, 0.340], [-0.239, 0.077, 0.109], [-0.007, -0.296, -0.124], [0.032, -0.157, -0.116], [-0.021, 0.106, -0.076], [0.142, 0.054, -0.039], [0.256, 0.008, 0.040], [-0.411, 0.409, -0.143], [-0.054, 0.009, 0.233], [-0.013, -0.042, 0.074], [0.039, 0.221, 0.083], [0.032, -0.152, 0.040], [0.933, 0.525, -0.256], [0.266, -0.034, -0.029], [-0.059, 0.220, 0.149], [-0.038, 0.136, 0.087], [-0.184, -0.127, 0.010], [0.131, -0.053, -0.075], [0.122, 0.081, 0.230], [0.202, 0.128, 0.114], [-0.211, 0.113, 0.158], [-0.173, -0.099, -0.105], [0.023, -0.232, -0.009], [-0.114, -0.142, 0.028], [0.040, 0.027, 0.044], [-0.307, 0.054, -0.056], [-0.241, 0.047, -0.163], [-1.044, -2.176, 0.774]],
  "nbo_charge": [-0.62, -0.40, -0.41, -0.21, -0.55, -0.22, -0.40, -0.41, -0.76, 1.60, -0.80, -0.03, -0.57, -0.07, -0.67, -0.89, 0.56, -0.74, -0.70, -0.12, 0.17, 0.18, -0.52, -0.41, -0.61, 0.20, 0.22, 0.21, 0.19, 0.22, 0.21, 0.21, 0.18, 0.19, 0.20, 0.21, 0.23, 0.19, 0.21, 0.24, 0.25, 0.26, -0.04, 0.26, 0.29, 0.14, 0.19, 0.19, 0.16, 0.23, 0.30, 0.17, 0.25, 0.31, 0.23, 0.23, 0.24, 0.28, 0.23, 0.21, 0.21, 0.21, 0.21, 0.21, 0.22, -0.92]
}

{
  "formula": "C19H40GaO8P2",
  "method": "the ωB97M-V functional and the def2-TZVPD basis",
  "total_charge": -1,
  "e_lumo_ev": 1.763,
  "e_homo_ha": -0.154,
  "species": ["Ga", "C", "C", "C", "C", "C", "C", "C", "H", "H", "H", "H", "H", "H", "H", "H", "H", "H", "O", "P", "O", "C", "C", "O", "C", "C", "O", "C", "C", "H", "H", "H", "H", "H", "H", "H", "H", "H", "H", "H", "H", "H", "H", "H", "O", "P", "O", "C", "C", "O", "C", "C", "O", "C", "C", "H", "H", "H", "H", "H", "H", "H", "H", "H", "H", "H", "H", "H", "H", "H"],
  "coordinates": [[7.857387, -0.370451, 6.242627], [6.437144, -0.313065, 4.702393], [5.099877, -0.327610, 5.342630], [4.581927, -1.529340, 5.843890], [3.351135, -1.571985, 6.475548], [2.644165, -0.377209, 6.623015], [3.134846, 0.815419, 6.127305], [4.365505, 0.853671, 5.485798], [8.057717, 1.130341, 6.786224], [7.189853, -1.260434, 7.419817], [9.206362, -1.115755, 5.774761], [6.617265, 0.625597, 4.178198], [6.602435, -1.195612, 4.084270], [5.162714, -2.437188, 5.731935], [2.959803, -2.500342, 6.875378], [1.688968, -0.376672, 7.139592], [2.544712, 1.717048, 6.250823], [4.757508, 1.790286, 5.108566], [-0.391042, -3.294658, 0.744093], [-0.146988, -1.894561, 1.135599], [-0.822413, -1.628398, 2.576800], [-0.723466, -2.590746, 3.631742], [0.548341, -2.405591, 4.426142], [-1.117459, -1.024937, 0.171586], [-1.814862, -1.643556, -0.903561], [-3.176427, -2.156955, -0.470251], [0.935357, -0.729379, 1.121290], [2.162866, -0.745283, 1.879682], [2.972127, -2.017880, 1.724530], [-0.787372, -3.609787, 3.243373], [-1.592346, -2.433562, 4.272328], [1.423945, -2.622128, 3.813988], [0.574753, -3.083625, 5.280913], [0.635676, -1.387619, 4.803324], [-1.216003, -2.443628, -1.338044], [-1.938157, -0.885216, -1.679707], [-3.133549, -2.639068, 0.505344], [-3.577055, -2.861965, -1.200167], [-3.881438, -1.327499, -0.378650], [1.944658, -0.523671, 2.925433], [2.748128, 0.096209, 1.512351], [2.343750, -2.911799, 1.780384], [3.731177, -2.069931, 2.506031], [3.477479, -2.035481, 0.758060], [-2.819011, 3.298862, -4.727996], [-3.406235, 2.048502, -5.237053], [-4.686003, 2.421695, -6.160041], [-4.649235, 3.515895, -7.074386], [-4.126687, 3.127169, -8.443304], [-4.131374, 1.368665, -3.971926], [-3.950682, 1.893312, -2.654047], [-4.986372, 2.949267, -2.317500], [-3.049916, 0.608969, -5.826290], [-2.390317, 0.399185, -7.077953], [-1.125899, 1.222580, -7.250576], [-4.064848, 4.340604, -6.661018], [-5.679032, 3.861694, -7.172826], [-3.075507, 2.837039, -8.398586], [-4.202106, 3.972306, -9.129353], [-4.700262, 2.298091, -8.859271], [-2.940978, 2.284208, -2.537200], [-4.042223, 1.052234, -1.965885], [-5.163621, 3.624214, -3.154055], [-4.677189, 3.530956, -1.448759], [-5.944437, 2.478823, -2.087280], [-3.099369, 0.557452, -7.893584], [-2.133393, -0.659370, -7.106231], [-1.264141, 2.257677, -6.926121], [-0.817006, 1.221286, -8.296060], [-0.313162, 0.802699, -6.658087]],
  "forces_ev_per_a": [[-0.134, -0.216, 0.278], [-0.015, 0.031, 0.648], [0.775, 0.148, -0.658], [-0.425, -0.156, 0.000], [0.245, 0.607, -0.115], [-0.646, -0.373, 0.342], [0.129, 0.120, -0.039], [-0.362, -0.339, 0.243], [0.080, 0.059, -0.115], [-0.010, -0.012, -0.048], [0.057, 0.143, -0.158], [-0.017, -0.164, -0.278], [0.042, 0.106, -0.136], [0.087, 0.048, 0.023], [0.001, 0.013, -0.023], [0.008, -0.039, -0.027], [0.062, 0.036, -0.006], [0.065, -0.046, -0.037], [2.357, -0.403, 0.201], [-4.297, 2.310, -0.129], [0.610, -0.286, -0.109], [-0.087, -0.226, 0.351], [0.038, -0.009, 0.033], [0.269, 0.094, 0.036], [-0.171, -0.210, -0.108], [-0.215, 0.229, 0.067], [1.347, -1.553, -0.341], [0.373, 0.205, 0.363], [-0.042, -0.020, -0.215], [-0.027, 0.090, -0.216], [-0.035, 0.108, -0.092], [0.040, -0.003, 0.073], [-0.049, -0.017, -0.012], [0.020, 0.002, -0.002], [0.018, -0.071, 0.142], [0.067, 0.105, 0.098], [0.174, -0.156, -0.076], [0.013, -0.001, 0.000], [-0.006, -0.009, -0.007], [-0.167, -0.162, -0.005], [-0.153, 0.050, -0.095], [0.045, 0.014, 0.108], [-0.034, 0.020, 0.034], [-0.043, -0.044, -0.017], [1.984, -0.428, -1.418], [-4.458, -0.410, 2.396], [0.769, -0.205, -0.414], [-0.195, 0.401, -0.148], [0.098, -0.095, 0.020], [0.149, -0.174, -0.175], [0.062, 0.242, 0.259], [-0.333, -0.130, -0.014], [1.777, 0.817, -0.360], [0.136, -0.216, -0.454], [0.030, -0.038, 0.168], [0.036, -0.086, 0.107], [-0.021, -0.056, 0.108], [-0.005, 0.006, -0.016], [-0.033, 0.031, 0.044], [-0.004, -0.008, 0.018], [-0.007, 0.081, -0.134], [-0.036, -0.104, -0.137], [0.242, 0.067, -0.007], [0.023, -0.006, -0.008], [0.005, 0.008, 0.014], [-0.063, 0.219, 0.108], [-0.090, -0.014, 0.149], [-0.022, 0.007, -0.119], [-0.016, 0.014, -0.009], [-0.011, 0.054, 0.048]],
  "nbo_charge": [0.59, -0.88, 0.12, -0.26, -0.22, -0.29, -0.21, -0.28, -0.32, -0.33, -0.33, 0.20, 0.21, 0.21, 0.20, 0.19, 0.20, 0.20, -1.07, 2.52, -0.82, -0.07, -0.64, -0.82, -0.06, -0.63, -0.77, -0.07, -0.65, 0.19, 0.18, 0.21, 0.22, 0.23, 0.19, 0.17, 0.22, 0.21, 0.20, 0.20, 0.20, 0.21, 0.25, 0.21, -1.06, 2.51, -0.81, -0.07, -0.63, -0.82, -0.06, -0.63, -0.76, -0.07, -0.65, 0.20, 0.18, 0.20, 0.22, 0.21, 0.19, 0.18, 0.22, 0.21, 0.20, 0.18, 0.20, 0.22, 0.22, 0.22]
}

{
  "formula": "C19H40IrN3S4SbSi3",
  "method": "the ωB97M-V functional and the def2-TZVPD basis",
  "total_charge": 0,
  "spin_multiplicity": 6,
  "e_above_lowest_ev": 0.000,
  "s2": 8.7765,
  "e_lumo_ev": [0.478, -1.370],
  "e_homo_ha": [-0.251, -0.280],
  "species": ["Ir", "S", "Sb", "S", "S", "C", "Si", "C", "C", "C", "Si", "C", "C", "C", "Si", "C", "C", "C", "C", "C", "C", "C", "N", "H", "H", "H", "H", "H", "H", "H", "H", "H", "H", "H", "H", "H", "H", "H", "H", "H", "H", "H", "H", "H", "H", "H", "H", "H", "H", "H", "H", "C", "N", "C", "C", "S", "N", "C", "C", "H", "H", "H", "H", "H", "H", "H", "H", "H", "H", "H", "H"],
  "coordinates": [[0.105345, -0.127223, 0.296417], [3.369110, -2.734633, 0.627288], [3.192343, -0.330213, 0.791824], [2.051614, 0.112604, -1.227726], [1.204741, -0.136943, 2.266849], [-1.233966, -1.186040, -2.946853], [-2.199102, 0.111952, -1.980685], [-3.988005, -0.051078, -2.567675], [-1.573585, 1.771986, -2.618076], [-2.019907, -0.064329, -0.107056], [-2.952785, -1.560785, 0.540353], [-2.867039, -3.075762, -0.572720], [-4.805988, -1.244724, 0.753021], [-2.333738, -2.076005, 2.237935], [-2.603756, 1.468881, 0.779900], [-2.738778, 1.318790, 2.651047], [-4.210496, 2.243951, 0.172237], [-1.266440, 2.791452, 0.506894], [-1.474494, 4.163240, 0.613980], [-0.427793, 5.041576, 0.380307], [0.814234, 4.526883, 0.040535], [0.957696, 3.152176, -0.043317], [-0.052556, 2.316509, 0.185083], [-1.268022, -0.904381, -4.005817], [-1.682071, -2.179989, -2.857630], [-0.183252, -1.260611, -2.657271], [-4.010025, 0.125010, -3.648698], [-4.664987, 0.668525, -2.100195], [-4.393345, -1.052267, -2.393417], [-1.783695, 1.812710, -3.692714], [-0.491162, 1.863508, -2.487468], [-2.041607, 2.646767, -2.156684], [-3.454503, -2.946690, -1.485930], [-3.285475, -3.931298, -0.030693], [-1.841045, -3.314289, -0.854090], [-5.303529, -0.983052, -0.186026], [-5.028891, -0.459899, 1.482406], [-5.265576, -2.167874, 1.124295], [-1.248732, -2.072162, 2.286093], [-2.696886, -3.086744, 2.461291], [-2.702915, -1.409594, 3.022894], [-3.578371, 0.698234, 2.975954], [-2.895907, 2.323678, 3.057978], [-1.819553, 0.921152, 3.091625], [-5.051116, 1.548464, 0.241808], [-4.139454, 2.586792, -0.863750], [-4.453057, 3.111933, 0.795594], [-2.456894, 4.539442, 0.874997], [-0.579344, 6.111411, 0.458098], [1.659597, 5.171679, -0.159969], [1.896631, 2.689671, -0.322337], [0.591940, -6.793368, -0.303606], [0.153655, -5.441008, -0.642285], [0.161403, -5.193439, -2.080016], [0.344505, -4.418240, 0.242719], [0.870742, -2.904141, -0.322134], [0.152120, -4.718324, 1.542539], [0.739519, -3.953273, 2.635517], [-0.803794, -5.731569, 1.972936], [1.423272, -7.070653, -0.956285], [-0.212181, -7.519008, -0.440367], [0.942275, -6.839890, 0.722187], [-0.320746, -6.042068, -2.566381], [1.180055, -5.089630, -2.463295], [-0.384908, -4.289431, -2.321213], [1.497614, -3.274550, 2.260924], [1.199935, -4.656736, 3.333718], [-0.021008, -3.389566, 3.171676], [-1.427556, -6.041092, 1.138569], [-1.440151, -5.291732, 2.742955], [-0.308357, -6.607276, 2.399934]],
  "forces_ev_per_a": [[-0.095, 0.356, -0.138], [0.153, 0.329, 0.088], [0.338, -0.462, 0.012], [-0.249, 0.068, -0.186], [-0.016, -0.046, 0.266], [-0.083, -0.059, -0.054], [0.108, 0.014, -0.011], [-0.045, -0.018, 0.009], [0.000, 0.014, -0.036], [-0.246, 0.010, -0.134], [-0.018, 0.066, 0.018], [0.004, -0.028, -0.012], [-0.036, 0.040, 0.002], [-0.209, -0.060, 0.092], [0.002, -0.049, -0.016], [0.006, 0.016, 0.013], [-0.026, 0.024, 0.014], [0.020, -0.039, -0.028], [0.004, 0.058, -0.002], [0.012, -0.033, 0.001], [-0.036, -0.001, 0.003], [0.010, -0.024, 0.001], [-0.054, -0.119, 0.108], [0.012, -0.029, 0.051], [0.039, 0.094, -0.009], [-0.026, 0.043, 0.015], [-0.004, -0.010, 0.051], [0.065, -0.045, -0.027], [0.040, 0.070, -0.008], [0.021, 0.018, 0.053], [-0.060, -0.019, 0.003], [0.011, -0.084, -0.017], [0.056, -0.015, 0.047], [0.017, 0.036, -0.019], [-0.034, -0.011, -0.005], [0.070, -0.018, 0.083], [0.034, -0.059, -0.051], [0.015, 0.044, -0.023], [0.110, 0.009, -0.047], [0.043, 0.065, 0.025], [0.040, -0.075, -0.076], [0.065, 0.038, -0.045], [0.011, -0.053, -0.004], [-0.060, 0.009, -0.046], [0.076, 0.046, -0.009], [0.008, -0.027, 0.071], [0.003, -0.051, -0.041], [0.029, -0.016, -0.018], [0.010, -0.019, -0.005], [-0.024, -0.017, 0.007], [0.008, 0.008, 0.008], [0.003, -0.037, 0.002], [0.126, 0.160, 0.033], [-0.055, -0.018, 0.049], [0.203, -0.456, 0.018], [-0.109, 0.071, -0.094], [-0.186, 0.105, 0.064], [-0.005, -0.024, -0.042], [0.000, 0.069, 0.020], [-0.019, 0.020, -0.023], [-0.004, 0.009, 0.008], [0.043, -0.010, -0.086], [0.003, 0.013, 0.011], [0.012, -0.003, 0.040], [-0.055, 0.071, 0.014], [-0.015, -0.016, 0.003], [0.042, 0.009, -0.029], [-0.084, 0.007, 0.021], [0.002, 0.007, 0.005], [0.009, 0.016, -0.009], [-0.034, 0.018, 0.016]],
  "mulliken_charge": [2.43, -0.35, 0.35, -0.54, -0.49, -0.85, -0.02, -1.13, -1.05, -0.07, -0.43, -0.48, -1.03, -0.23, -1.05, -1.08, -1.19, 0.68, -0.78, -0.42, -1.06, -0.10, 0.42, 0.51, 0.17, 0.23, 0.42, 0.29, 0.30, 0.47, 0.23, 0.26, 0.46, 0.38, -0.34, 0.30, 0.27, 0.41, -0.53, 0.32, 0.42, 0.31, 0.39, 0.29, 0.36, 0.36, 0.42, 0.33, 0.43, 0.41, 0.33, -1.25, 0.30, -0.94, -0.11, -0.04, 0.43, -0.85, -1.34, 0.39, 0.32, 0.45, 0.39, 0.35, 0.21, 0.19, 0.30, 0.30, 0.36, 0.43, 0.35]
}

Number 1: E -126376.460 eV, strongest force on any atom 2.53 eV/A. Number 2: E -107689.607 eV, strongest force on any atom 5.08 eV/A. Number 3: E -101175.126 eV, strongest force on any atom 0.57 eV/A.